Below is C46H49Cl5F6N2O4PRbS2 as an isolated structure, with properties calculated with the ωB97M-V functional and the def2-TZVPD basis.

Atoms and positions in Å:
Rb 1.233 0.808 -0.093
C 3.315 -1.425 5.133
C 2.545 -0.113 5.214
C 2.577 0.420 6.652
C 1.119 -0.217 4.722
C 0.367 0.934 4.561
C -0.963 0.933 4.160
C -1.562 2.332 4.078
C -3.051 2.484 4.376
C -1.133 2.968 2.753
C -1.575 -0.298 3.848
C -0.826 -1.479 4.021
C 0.496 -1.420 4.451
C -1.419 -2.870 3.841
C -0.486 -3.832 3.100
C -1.772 -3.482 5.204
C -3.056 -0.473 3.599
C -3.753 -0.787 4.771
C -5.094 -1.119 4.783
C -5.778 -1.176 3.581
C -5.110 -0.854 2.411
C -3.768 -0.461 2.376
P -2.961 0.026 0.766
C -4.141 1.330 0.005
C -3.881 2.661 0.717
C -5.658 1.102 0.042
C -3.705 1.539 -1.452
C -3.082 -1.547 -0.293
C -4.450 -1.987 -0.817
C -2.532 -2.668 0.588
C -2.123 -1.393 -1.488
H 4.360 -1.257 5.398
H 3.284 -1.849 4.129
H 2.906 -2.159 5.832
H 3.043 0.621 4.581
H 2.079 -0.283 7.325
H 2.069 1.381 6.734
H 3.608 0.549 6.990
H 0.841 1.893 4.750
H -1.060 2.899 4.869
H -3.695 1.993 3.653
H -3.301 3.548 4.381
H -3.294 2.072 5.358
H -1.421 2.352 1.903
H -0.046 3.072 2.723
H -1.571 3.959 2.617
H 1.045 -2.344 4.566
H -2.342 -2.779 3.271
H 0.372 -4.109 3.716
H -0.106 -3.437 2.160
H -1.025 -4.752 2.870
H -0.869 -3.579 5.813
H -2.203 -4.478 5.072
H -2.487 -2.870 5.753
H -3.200 -0.768 5.703
H -5.592 -1.353 5.717
H -6.820 -1.470 3.547
H -5.658 -0.921 1.486
H -4.069 2.603 1.789
H -4.565 3.412 0.304
H -2.864 3.010 0.543
H -6.051 1.174 1.056
H -5.967 0.152 -0.390
H -6.130 1.897 -0.545
H -2.626 1.693 -1.528
H -4.185 2.452 -1.821
H -4.012 0.722 -2.103
H -5.157 -2.170 -0.006
H -4.326 -2.931 -1.359
H -4.884 -1.269 -1.511
H -3.223 -2.912 1.398
H -1.570 -2.385 1.015
H -2.368 -3.565 -0.013
H -2.457 -0.655 -2.212
H -2.045 -2.356 -2.004
H -1.111 -1.129 -1.182
Cl -0.311 -6.079 0.070
C -0.138 -5.055 -1.377
C 0.544 -3.864 -1.266
C 0.660 -3.180 -2.455
Cl 1.506 -1.611 -2.472
C 0.130 -3.593 -3.674
Cl 0.305 -2.659 -5.128
C -0.580 -4.792 -3.714
Cl -1.276 -5.348 -5.202
C -0.716 -5.542 -2.548
Cl -1.599 -7.039 -2.600
F 6.133 0.730 -2.661
C 6.161 1.482 -1.559
F 7.175 1.071 -0.799
F 6.385 2.747 -1.918
S 4.556 1.310 -0.674
O 4.450 -0.072 -0.301
O 3.559 1.811 -1.580
N 4.855 2.297 0.508
S 4.253 2.145 1.938
O 2.908 1.621 1.972
O 4.559 3.300 2.722
C 5.278 0.766 2.692
F 6.477 0.673 2.115
F 4.659 -0.404 2.567
F 5.483 0.990 4.000
N -2.240 10.813 1.238
C -1.995 9.723 0.958
C -1.689 8.369 0.606
C -0.458 7.804 0.952
C -0.166 6.502 0.608
C -1.089 5.708 -0.100
C -2.326 6.294 -0.435
C -2.621 7.595 -0.091
C -0.796 4.367 -0.448
C -0.544 3.191 -0.723
H 0.266 8.400 1.494
H 0.787 6.066 0.877
H -3.046 5.693 -0.974
H -3.576 8.030 -0.358

The energy above the lowest of the compared OMol25 structures with the same formula, charge and spin comes out at 28.10 kJ/mol. The maximum force comes out at 0.01000 hartree/bohr. For the orbital gap, the calculation gives 6.88 eV. The calculation puts the electronic energy at -6254.75420 Ha. Its net charge is -2.